Entry 1:
Here is an isolated ion of composition C3H5N2 and charge +1 from OMol25. Energies are from wB97M-V/def2-TZVPD.

Calculated values
DFT total energy ... -226.23001 Ha
Total charge ... +1
Energy above the lowest of the compared OMol25 structures with the same formula, charge and spin ... 227.4 kcal per mole

Each atom is followed by the atoms it is bonded to, with distances in Å.
Positions of all 10 atoms, in Å:
1 C -0.49361 -0.97057 0.27444  C4 1.395, N5 1.297, H6 1.092
2 C -0.09242 0.91213 -0.64961  N3 1.299, C4 1.476, H7 1.103
3 N 0.48849 1.41952 0.39532  C2 1.299, H8 1.026
4 C -0.09901 -0.52437 -0.98657  C1 1.395, C2 1.476, H9 1.078
5 N 0.09899 -1.21327 1.40220  C1 1.297, H10 1.016
6 H -1.02908 -0.44600 1.06870  C1 1.092
7 H -0.66113 1.51179 -1.37982  C2 1.103
8 H 0.86501 2.35873 0.22862  N3 1.026
9 H 0.28898 -0.98033 -1.88354  C4 1.078
10 H 0.63378 -2.06764 1.53027  N5 1.016

Atom charges from the natural (NBO) analysis, given in e for atoms 1 to 6: number 1, C, carries -0.07; number 2, C, carries 0.01; number 3, N, carries -0.49; number 4, C, carries 0.23; number 5, N, carries -0.52; number 6, H, carries 0.47

=====

Entry 2:
Here is a 2-piece molecular cluster, C3H5N2 overall from OMol25. Energies are from wB97M-V/def2-TZVPD.

Calculated values
DFT total energy ... -226.27372 Ha
Total charge ... +1
Energy above the lowest of the compared OMol25 structures with the same formula, charge and spin ... 200.0 kcal per mole

Each atom is followed by the atoms it is bonded to, with distances in Å.
Positions of all 10 atoms, in Å:
1 C 1.81135 0.59950 0.07708  C2 1.472, N4 1.241
2 C 0.47839 1.22367 0.05276  C1 1.472, N5 1.451, H6 1.096, H7 1.102
3 C 0.50771 -1.06432 -0.16108  N4 1.380, N5 1.356, H8 1.081
4 N 1.81389 -0.63694 -0.03434  C1 1.241, C3 1.380
5 N -0.31039 0.01647 -0.11232  C2 1.451, C3 1.356, H10 1.013
6 H 0.24776 1.80266 0.95436  C2 1.096
7 H 0.34964 1.89840 -0.80834  C2 1.102
8 H 0.27292 -1.95232 -0.73176  C3 1.081
9 H 0.18905 -2.19708 1.27534  no bonds
10 H -1.32210 -0.00774 -0.14567  N5 1.013

Atom charges from the natural (NBO) analysis, given in e for atoms 1 to 6: number 1, C, carries 0.57; number 2, C, carries -0.35; number 3, C, carries 0.10; number 4, N, carries -0.32; number 5, N, carries -0.52; number 6, H, carries 0.29

=====

> The highest DFT total energy belongs to which entry?

number 1

=====

> What is the formula in the first record?

C3H5N2